[1]
The following is a DFT calculation (ωB97M-V/def2-TZVPD) of an isolated molecule of H3OPS2 at a distorted geometry.

Each atom is followed by the atoms it is bonded to, with distances in Å.
Cartesian coordinates (Å):
1 O -0.59669 0.02756 1.44471  P2 1.615, H5 0.975
2 P 0.24186 0.17572 0.07258  O1 1.615, S3 1.971, S4 2.138, H6 1.541
3 S 2.14418 0.35849 0.55543  P2 1.971
4 S -0.73081 -1.34383 -1.07441  P2 2.138, H7 1.352
5 H -0.58317 0.92874 1.81631  O1 0.975
6 H -0.48621 1.34415 -0.61904  P2 1.541
7 H 0.01084 -1.49083 -2.19557  S4 1.352

Computed properties:
LUMO level, hartree: 0.006
SMILES string: O[P@@H](=S)S
HOMO-LUMO gap, eV: 9.54

[2]
The following is a DFT calculation (ωB97M-V/def2-TZVPD) of a cluster of 10 separate species, CH21NO11 in total at a distorted geometry.

Each atom is followed by the atoms it is bonded to, with distances in Å.
Cartesian coordinates (Å):
1 N -0.03430 -3.03787 1.50307  C2 1.425, H5 0.953, H6 0.979
2 C 0.49989 -1.72661 1.66262  N1 1.425, O3 1.238, O4 1.348
3 O 1.34974 -1.49762 2.53338  C2 1.238
4 O 0.03789 -0.79084 0.80899  C2 1.348, H7 1.008
5 H 0.23003 -3.55181 2.26117  N1 0.953
6 H -0.20251 -3.45238 0.63195  N1 0.979
7 H -0.69519 -1.03911 0.16345  O4 1.008
8 O -2.79958 -1.48054 1.30652  H9 1.022, H10 0.959
9 H -2.85655 -0.63834 1.88196  O8 1.022
10 H -3.49738 -1.47775 0.64865  O8 0.959
11 O 3.20142 1.00960 -0.94011  H12 0.940, H13 0.997
12 H 3.92776 1.34981 -0.45018  O11 0.940
13 H 3.02069 0.27487 -0.29033  O11 0.997
14 O -2.51041 3.09089 -0.62162  H15 1.030, H16 0.923
15 H -1.54011 2.96902 -0.29725  O14 1.030
16 H -2.87699 3.45010 0.14525  O14 0.923
17 O -1.30457 -2.70563 -0.70405  H18 0.976, H19 1.002
18 H -1.54313 -2.79224 -1.64620  O17 0.976
19 H -1.98121 -2.93282 -0.00074  O17 1.002
20 O 3.03168 1.57867 2.90048  H21 0.957, H22 0.976
21 H 3.50840 0.74958 2.93464  O20 0.957
22 H 2.12975 1.21341 2.98046  O20 0.976
23 O -2.02373 -1.59397 -3.11674  H24 1.007, H25 0.938
24 H -1.35533 -0.84620 -3.02346  O23 1.007
25 H -2.06904 -1.59391 -4.05384  O23 0.938
26 O -0.54342 2.30038 1.77658  H27 0.864, H28 0.987
27 H -0.78907 1.58826 1.35291  O26 0.864
28 H 0.33444 2.52759 1.38618  O26 0.987
29 O 1.18485 2.50583 -1.39784  H30 0.982, H31 0.953
30 H 1.22580 3.30987 -1.96038  O29 0.982
31 H 2.10662 2.32428 -1.23804  O29 0.953
32 O 0.84953 0.01118 -2.18194  H33 0.975, H34 0.956
33 H 0.92479 0.04125 -3.15406  O32 0.975
34 H 1.05929 0.86305 -1.80148  O32 0.956

Computed properties:
LUMO level, hartree: 0.006
SMILES string: NC(=O)O.O.O.O.O.O.O.O.O.O
HOMO-LUMO gap, eV: 9.89